1.
This record from the Open Molecules 2025 dataset describes a 7-piece molecular cluster, C44H72Cl3N2O7 overall in a non-equilibrium geometry. The level of theory is the ωB97M-V functional and the def2-TZVPD basis.

```
128
C44H72Cl3N2O7, DFT the ωB97M-V functional and the def2-TZVPD basis
C -3.111 2.240 0.853
C -2.343 3.428 1.326
Cl -3.290 4.759 1.839
C -1.018 3.545 1.346
Cl -0.275 4.984 1.920
C -0.115 2.498 0.865
N 0.585 2.662 -0.197
Cl 0.513 4.076 -1.106
C 1.431 1.464 -0.528
C 2.703 1.768 -1.300
C 0.573 0.737 -1.620
O -0.379 -0.163 -1.121
C -1.352 -0.509 -2.041
C -1.292 -0.164 -3.372
C -2.304 -0.572 -4.214
C -3.351 -1.336 -3.777
C -3.396 -1.728 -2.448
C -2.402 -1.297 -1.584
C 1.522 0.809 0.857
C 1.875 -0.670 0.732
C 0.960 -1.653 1.058
C 1.272 -2.998 0.973
C 2.535 -3.368 0.564
C 3.467 -2.409 0.224
C 3.134 -1.071 0.325
C 2.530 1.451 1.858
C 3.032 2.722 1.685
C 3.899 3.195 2.646
C 4.205 2.373 3.703
N 3.709 1.163 3.900
C 2.873 0.711 2.973
C 0.149 1.159 1.530
H -3.134 2.182 -0.232
H -4.144 2.309 1.167
H -2.733 1.311 1.256
H 3.284 2.580 -0.889
H 3.279 0.871 -1.455
H 2.400 2.097 -2.292
H 0.116 1.520 -2.221
H 1.280 0.184 -2.234
H -0.483 0.435 -3.755
H -2.270 -0.279 -5.250
H -4.152 -1.658 -4.419
H -4.165 -2.360 -2.045
H -2.426 -1.593 -0.545
H -0.034 -1.419 1.397
H 0.528 -3.732 1.225
H 2.821 -4.406 0.502
H 4.460 -2.658 -0.104
H 3.889 -0.346 0.065
H 2.766 3.333 0.844
H 4.325 4.180 2.573
H 4.906 2.736 4.439
H 2.461 -0.271 3.131
H -0.677 0.511 1.282
H 0.263 1.429 2.572
C -7.140 -3.557 0.493
C -6.157 -4.148 -0.498
C -6.012 -5.649 -0.303
O -4.874 -3.516 -0.365
H -6.792 -3.719 1.517
H -7.231 -2.482 0.343
H -8.127 -4.008 0.388
H -6.494 -3.941 -1.514
H -5.631 -5.870 0.698
H -5.302 -6.061 -1.020
H -6.968 -6.157 -0.428
H -4.548 -3.690 0.524
C 6.929 0.558 -1.980
C 6.787 -0.656 -1.074
C 8.141 -1.166 -0.609
O 6.080 -1.693 -1.759
H 7.498 0.300 -2.877
H 5.949 0.909 -2.306
H 7.442 1.374 -1.467
H 6.179 -0.394 -0.205
H 8.746 -1.475 -1.465
H 8.022 -2.037 0.036
H 8.687 -0.398 -0.059
H 6.600 -1.944 -2.530
C 3.101 -4.523 5.914
C 2.340 -5.356 4.894
C 3.287 -6.039 3.919
O 1.418 -4.531 4.180
H 3.672 -3.735 5.414
H 2.410 -4.037 6.602
H 3.793 -5.138 6.491
H 1.741 -6.107 5.409
H 3.862 -5.294 3.361
H 2.727 -6.629 3.192
H 3.985 -6.697 4.437
H 1.927 -3.858 3.715
C -7.108 2.137 -5.256
C -6.561 0.722 -5.144
C -5.626 0.395 -6.298
O -7.635 -0.215 -5.104
H -7.686 2.252 -6.177
H -7.777 2.355 -4.423
H -6.304 2.875 -5.260
H -6.025 0.610 -4.199
H -6.152 0.456 -7.255
H -5.247 -0.623 -6.204
H -4.779 1.083 -6.328
H -8.126 -0.138 -5.928
C 5.319 5.503 -4.006
C 4.627 4.692 -2.923
C 4.994 5.197 -1.534
O 4.972 3.310 -3.048
H 6.405 5.419 -3.911
H 5.050 5.129 -4.994
H 5.048 6.557 -3.948
H 3.545 4.749 -3.060
H 6.070 5.103 -1.366
H 4.494 4.606 -0.763
H 4.714 6.243 -1.405
H 5.926 3.233 -2.934
C -3.845 0.300 4.852
C -4.769 1.414 5.325
C -5.962 1.580 4.401
O -4.057 2.641 5.407
H -3.453 0.530 3.855
H -2.992 0.199 5.523
H -4.367 -0.658 4.806
H -5.117 1.195 6.334
H -5.631 1.846 3.392
H -6.608 2.384 4.753
H -6.546 0.667 4.342
H -3.736 2.856 4.525
```

Properties
LUMO: -3.94 eV
electronic energy: -101667.7843 eV
Kohn-Sham gap: 7.10 eV
total charge: +1

Mulliken population analysis, charges in e, atoms 1 to 4: C -1.15; C 0.62; Cl -0.15; C -0.85

---

2.
This record from the Open Molecules 2025 dataset describes a 7-piece molecular cluster, C44H72FN10O2 overall in a non-equilibrium geometry. The level of theory is the ωB97M-V functional and the def2-TZVPD basis.

```
129
C44H72FN10O2, DFT the ωB97M-V functional and the def2-TZVPD basis
C 1.480 0.390 -4.877
C 2.800 -0.048 -4.230
C 2.779 -1.485 -3.653
N 3.083 -1.623 -2.231
C 2.074 -1.876 -1.209
C 2.900 -2.347 0.024
C 2.158 -2.888 1.275
C 3.914 -1.288 0.485
C 5.142 -2.031 1.078
C 1.004 -2.871 -1.760
C 0.392 -3.997 -0.925
C -0.363 -5.055 -1.747
C -1.872 -4.857 -1.639
F -2.500 -5.286 -2.799
N 0.013 -1.947 -2.381
C -1.044 -2.319 -3.349
N -2.343 -1.895 -2.843
C 0.187 -0.722 -2.050
C 1.221 -0.570 -1.008
C 0.332 -0.542 0.305
C -0.621 0.664 0.418
C -1.884 0.321 1.236
C -2.242 1.343 2.342
N -3.601 1.869 2.310
C 1.993 0.756 -1.049
O 1.316 1.634 -1.931
O 2.256 2.691 -2.180
H 1.669 1.111 -5.669
H 0.984 -0.459 -5.351
H 0.800 0.855 -4.164
H 3.120 0.663 -3.472
H 3.556 -0.015 -5.014
H 3.547 -2.041 -4.189
H 1.840 -1.946 -3.969
H 3.879 -2.229 -2.113
H 3.487 -3.190 -0.345
H 1.082 -2.881 1.215
H 2.442 -2.327 2.163
H 2.450 -3.918 1.474
H 4.281 -0.650 -0.313
H 3.496 -0.636 1.255
H 5.587 -1.529 1.932
H 5.910 -2.066 0.302
H 4.891 -3.063 1.304
H 1.437 -3.389 -2.622
H 1.209 -4.478 -0.395
H -0.278 -3.602 -0.161
H -0.123 -6.033 -1.337
H -0.068 -5.050 -2.794
H -2.125 -3.805 -1.495
H -2.283 -5.407 -0.794
H -1.031 -3.385 -3.529
H -0.790 -1.830 -4.291
H -2.549 -0.971 -3.203
H -3.045 -2.496 -3.262
H -0.388 0.091 -2.465
H -0.244 -1.461 0.354
H 1.025 -0.505 1.140
H -0.094 1.447 0.963
H -0.873 1.101 -0.545
H -2.742 0.178 0.581
H -1.715 -0.640 1.725
H -2.110 0.866 3.312
H -1.553 2.186 2.320
H -4.266 1.109 2.341
H -3.753 2.418 1.475
H 3.013 0.606 -1.394
H 2.056 1.210 -0.057
H 1.788 3.217 -2.834
N 9.262 -0.151 -2.137
C 7.917 0.061 -2.029
C 7.281 -1.001 -2.618
C 8.285 -1.886 -3.098
C 9.496 -1.332 -2.785
H 9.974 0.469 -1.796
H 7.530 0.943 -1.549
H 6.213 -1.128 -2.699
H 8.136 -2.819 -3.614
H 10.499 -1.675 -2.968
N 5.540 1.206 3.079
C 6.778 1.390 3.632
C 6.650 1.253 4.991
C 5.283 0.981 5.264
C 4.626 0.955 4.065
H 5.338 1.250 2.098
H 7.637 1.600 3.017
H 7.447 1.340 5.711
H 4.837 0.821 6.231
H 3.589 0.779 3.831
N 8.470 -1.359 4.460
C 8.790 -2.398 3.631
C 9.437 -3.350 4.376
C 9.511 -2.862 5.707
C 8.905 -1.633 5.725
H 7.984 -0.519 4.185
H 8.531 -2.375 2.586
H 9.817 -4.288 4.008
H 9.957 -3.356 6.554
H 8.746 -0.936 6.530
N -6.536 3.154 2.030
C -7.356 2.271 1.383
C -8.624 2.782 1.407
C -8.568 4.025 2.094
C -7.265 4.226 2.466
H -5.548 3.035 2.162
H -6.973 1.358 0.959
H -9.494 2.314 0.978
H -9.385 4.697 2.290
H -6.799 5.037 2.998
N -11.522 6.552 1.523
C -11.838 7.868 1.728
C -11.305 8.592 0.697
C -10.640 7.676 -0.165
C -10.791 6.427 0.373
H -11.786 5.796 2.127
H -12.414 8.174 2.584
H -11.382 9.659 0.572
H -10.113 7.910 -1.074
H -10.443 5.465 0.037
N -10.486 0.491 -1.260
C -10.309 -0.859 -1.387
C -9.100 -1.067 -1.992
C -8.525 0.211 -2.239
C -9.405 1.151 -1.774
H -11.291 0.931 -0.854
H -11.056 -1.553 -1.040
H -8.676 -2.027 -2.235
H -7.577 0.417 -2.707
H -9.353 2.226 -1.764
```

Properties
LUMO: -3.42 eV
electronic energy: -68497.8902 eV
Kohn-Sham gap: 5.83 eV
energy above the lowest of the compared OMol25 structures with the same formula, charge and spin: 98.8 kcal/mol
total charge: +1

Mulliken population analysis, charges in e, atoms 1 to 4: C -1.13; C -0.51; C -0.75; N -0.02

---

3.
This record from the Open Molecules 2025 dataset describes a 11-piece molecular cluster, C44H77N11 overall in a non-equilibrium geometry. The level of theory is the ωB97M-V functional and the def2-TZVPD basis.

```
132
C44H77N11, DFT the ωB97M-V functional and the def2-TZVPD basis
C 11.549 4.702 -3.739
C 10.218 4.899 -4.513
C 9.393 5.907 -3.665
C 9.096 5.507 -2.303
N 8.831 5.170 -1.271
H 11.245 4.465 -2.720
H 12.172 5.596 -3.755
H 12.099 3.833 -4.101
H 9.682 3.987 -4.776
H 10.411 5.295 -5.510
H 8.448 6.187 -4.129
H 9.818 6.874 -3.397
C 0.089 -6.936 7.016
C 0.416 -8.397 7.504
C 0.343 -8.586 8.959
C 1.372 -7.798 9.719
N 2.110 -7.203 10.335
H 0.002 -7.004 5.931
H 0.767 -6.122 7.273
H -0.951 -6.749 7.286
H 1.459 -8.634 7.296
H -0.125 -9.086 6.856
H 0.391 -9.609 9.331
H -0.651 -8.362 9.347
C -9.227 -1.023 -0.092
C -9.057 -0.830 1.377
C -9.446 -1.953 2.356
C -10.710 -2.593 1.877
N -11.692 -3.129 1.544
H -8.812 -1.968 -0.442
H -8.659 -0.314 -0.695
H -10.261 -1.064 -0.435
H -9.685 0.025 1.626
H -8.036 -0.583 1.668
H -9.515 -1.538 3.361
H -8.596 -2.630 2.272
C -6.586 1.542 -8.338
C -6.782 1.242 -9.809
C -6.243 2.321 -10.758
C -4.782 2.465 -10.817
N -3.612 2.605 -10.804
H -7.250 2.407 -8.314
H -5.650 1.905 -7.914
H -7.075 0.782 -7.727
H -7.834 1.105 -10.060
H -6.324 0.274 -10.010
H -6.604 3.278 -10.382
H -6.579 2.195 -11.787
C 2.600 4.960 -7.502
C 1.633 5.286 -6.333
C 0.932 6.652 -6.501
C 1.903 7.785 -6.485
N 2.668 8.696 -6.436
H 3.316 5.773 -7.624
H 2.016 4.845 -8.415
H 2.961 3.937 -7.392
H 2.202 5.230 -5.406
H 0.891 4.504 -6.169
H 0.231 6.761 -5.673
H 0.401 6.756 -7.447
C -6.898 -10.831 -0.634
C -5.407 -11.147 -0.399
C -4.373 -10.716 -1.473
C -3.528 -9.575 -1.068
N -2.883 -8.693 -0.661
H -7.053 -9.765 -0.468
H -7.579 -11.386 0.011
H -7.099 -10.931 -1.701
H -5.332 -12.232 -0.324
H -5.046 -10.688 0.521
H -4.898 -10.521 -2.408
H -3.655 -11.518 -1.643
C 1.446 0.798 0.075
C 1.008 -0.684 0.369
C -0.482 -0.760 0.676
C -1.243 -0.505 -0.500
N -1.788 -0.227 -1.440
H 2.467 0.955 -0.275
H 1.369 1.424 0.964
H 0.781 1.194 -0.692
H 1.565 -1.032 1.239
H 1.382 -1.309 -0.443
H -0.636 -0.155 1.570
H -0.761 -1.784 0.927
C 8.873 -2.334 -2.392
C 8.682 -3.288 -3.523
C 9.819 -3.626 -4.498
C 11.132 -3.667 -3.864
N 12.219 -3.657 -3.396
H 9.455 -1.477 -2.730
H 9.581 -2.771 -1.688
H 7.992 -1.998 -1.845
H 7.834 -2.964 -4.125
H 8.422 -4.303 -3.221
H 9.941 -2.996 -5.380
H 9.628 -4.626 -4.887
C -8.864 7.128 -0.594
C -7.904 6.800 -1.717
C -6.339 7.199 -1.535
C -5.591 6.236 -0.633
N -5.004 5.463 0.002
H -9.897 7.084 -0.940
H -8.638 8.136 -0.248
H -8.806 6.546 0.326
H -8.300 7.387 -2.546
H -7.945 5.718 -1.847
H -6.412 8.217 -1.153
H -5.780 7.301 -2.465
C -0.610 2.708 7.416
C -0.832 4.155 7.043
C -2.270 4.567 7.065
C -2.821 4.857 8.379
N -3.264 5.114 9.448
H 0.440 2.420 7.477
H -1.284 1.960 6.999
H -0.704 2.466 8.475
H -0.420 4.318 6.047
H -0.168 4.856 7.551
H -2.830 3.707 6.698
H -2.550 5.422 6.450
C 7.299 -0.682 7.331
C 8.014 -1.118 8.585
C 7.501 -0.484 9.922
C 7.430 0.983 9.845
N 7.485 2.141 9.743
H 6.236 -0.924 7.304
H 7.814 -1.215 6.532
H 7.501 0.322 6.960
H 9.077 -0.908 8.473
H 7.986 -2.197 8.735
H 8.101 -0.678 10.812
H 6.490 -0.850 10.099
```

Properties
LUMO: 0.48 eV
SMILES string: CCCC#N.CCCC#N.CCCC#N.CCCC#N.CCCC#N.CCCC#N.CCCC#N.CCCC#N.CCCC#N.CCCC#N.CCCC#N
electronic energy: -63261.0776 eV
Kohn-Sham gap: 11.74 eV
energy above the lowest of the compared OMol25 structures with the same formula, charge and spin: 138.3 kcal/mol
total charge: 0

Mulliken population analysis, charges in e, atoms 1 to 4: C -1.09; C -0.34; C -0.47; C 0.17